{"formula": "C3H7N3O2", "method": "ωB97M-V with the def2-TZVPD basis set", "energy_ha": -433.1626, "smiles": "N/C=N/NC(=O)CO", "homo_energy_ev": -8.737, "spin_multiplicity": 1, "gap_ev": 9.492, "de_lowest_kcal_mol": 100.52, "fmax_ev_per_a": 5.86, "species": ["N", "C", "N", "N", "C", "O", "C", "O", "H", "H", "H", "H", "H", "H", "H"], "xyz": [[2.5688, 1.5896, 1.4271], [1.4779, 0.9177, 0.6904], [0.8189, 0.0493, 1.4161], [-0.1129, -0.7258, 0.7977], [-0.7171, -0.3234, -0.3581], [-0.0106, 0.1980, -1.1556], [-2.0881, -0.9176, -0.9032], [-2.2861, -0.7203, -2.2817], [2.9441, 1.0588, 2.0993], [3.5097, 1.7213, 0.8622], [1.1968, 1.3315, -0.2192], [-0.7403, -1.3423, 1.3193], [-2.1761, -1.9721, -0.8990], [-2.9316, -0.6965, -0.2036], [-1.4535, -0.1682, -2.5916]], "nbo_charge": [-0.81, 0.23, -0.31, -0.44, 0.63, -0.62, -0.17, -0.71, 0.36, 0.37, 0.21, 0.39, 0.20, 0.18, 0.49]}

***

{"formula": "C35H29ClIMgN4O6PS", "method": "ωB97M-V with the def2-TZVPD basis set", "energy_ha": -3719.1970, "charge": -2, "homo_energy_ev": 0.458, "spin_multiplicity": 1, "gap_ev": 3.237, "de_lowest_kcal_mol": 0.00, "fmax_ev_per_a": 4.61, "species": ["Mg", "C", "C", "O", "N", "C", "C", "C", "C", "C", "C", "N", "H", "H", "H", "H", "H", "H", "H", "H", "H", "H", "Cl", "C", "C", "C", "I", "C", "O", "C", "N", "C", "C", "C", "C", "H", "H", "H", "H", "O", "S", "O", "O", "O", "N", "P", "C", "C", "C", "C", "C", "C", "C", "C", "C", "C", "C", "C", "C", "C", "C", "C", "C", "C", "H", "H", "H", "H", "H", "H", "H", "H", "H", "H", "H", "H", "H", "H", "H"], "xyz": [[1.3444, -0.3194, -0.0399], [4.3414, -1.3488, -2.4045], [3.8898, 0.0903, -2.1943], [3.8726, 0.7415, -1.1869], [3.4788, 0.6131, -3.4021], [3.3996, 1.9714, -3.6295], [2.9817, 3.0069, -2.7037], [3.9430, 4.0307, -2.6920], [3.6042, 5.2393, -2.1584], [2.3891, 5.3378, -1.4565], [1.4685, 4.2924, -1.5398], [1.7026, 3.2284, -2.3141], [4.9664, -1.6395, -1.5555], [4.8930, -1.5140, -3.4077], [3.4235, -1.9357, -2.5284], [3.0811, -0.0193, -4.1054], [0.4824, 1.3611, -3.6278], [3.8040, 2.3192, -4.5659], [4.8737, 3.7669, -3.1386], [4.3388, 6.0636, -2.1935], [2.1501, 6.2963, -0.9733], [0.5951, 4.2428, -0.8308], [3.8151, -6.1409, 2.4159], [3.1729, -4.5597, 2.2641], [3.3765, -3.6405, 3.3004], [3.1662, -2.2617, 3.0249], [3.5042, -0.7122, 4.4308], [2.6617, -1.7830, 1.7573], [2.5920, -0.5231, 1.4712], [2.1376, -2.7894, 0.8855], [1.3457, -2.4365, -0.1773], [0.7171, -3.3434, -0.9202], [0.8624, -4.7621, -0.6649], [1.6805, -5.1168, 0.3248], [2.3880, -4.1898, 1.1260], [3.8503, -4.0027, 4.1845], [0.0108, -3.0833, -1.7641], [0.2525, -5.3891, -1.2527], [1.7454, -6.1940, 0.5465], [-1.1639, -1.2027, -2.9537], [0.1616, -0.6537, -3.2306], [0.9475, -1.5040, -4.0922], [-0.0199, 0.7269, -4.1265], [0.8758, -0.2078, -2.0042], [-0.2732, 0.1169, 0.9938], [-1.8024, 0.2829, 1.2059], [-2.9301, -1.1987, 0.9386], [-3.3197, -2.0092, 2.0757], [-4.3278, -2.9553, 1.8917], [-4.9364, -3.1442, 0.6068], [-4.4805, -2.4276, -0.4748], [-3.3167, -1.6026, -0.3163], [-2.4427, 1.5635, 0.1016], [-2.8108, 2.8265, 0.5594], [-3.1864, 3.7842, -0.3870], [-3.2329, 3.4983, -1.7685], [-3.0427, 2.1780, -2.1587], [-2.4143, 1.3359, -1.2851], [-2.2354, 0.7538, 2.8703], [-3.6104, 0.8414, 3.2717], [-3.9226, 1.1964, 4.5609], [-2.8698, 1.5835, 5.4555], [-1.5467, 1.6057, 5.0017], [-1.2032, 1.1066, 3.7852], [-2.7990, -1.8875, 3.0399], [-4.5744, -3.6256, 2.6987], [-5.7913, -3.7516, 0.5443], [-5.0654, -2.3283, -1.3728], [-2.7201, -1.3047, -1.1660], [-2.6889, 3.1906, 1.6195], [-3.3621, 4.8395, -0.0592], [-3.4973, 4.2717, -2.4691], [-3.1551, 1.8748, -3.1870], [-1.9954, 0.4110, -1.5313], [-4.4132, 0.5650, 2.5744], [-5.0022, 1.3175, 4.7439], [-3.1187, 2.0894, 6.4114], [-0.8257, 1.9209, 5.7914], [-0.1904, 1.0259, 3.5371]], "lowdin_charge": [0.60, -0.02, -0.58, 0.05, 0.00, -0.20, -0.33, -0.09, -0.13, -0.15, -0.19, 0.08, 0.07, 0.10, 0.06, 0.12, 0.02, 0.04, 0.08, 0.09, 0.07, 0.10, 0.65, -0.67, -0.17, -0.60, 0.81, -0.43, -0.18, -0.13, 0.08, -0.05, -0.05, -0.06, -0.16, 0.08, 0.12, 0.09, 0.10, -0.34, 0.42, -0.33, -0.17, -0.38, -0.28, 0.69, -0.24, -0.09, -0.10, -0.12, -0.08, -0.07, -0.26, -0.10, -0.12, -0.09, -0.07, -0.08, -0.29, -0.11, -0.10, -0.10, -0.12, -0.06, 0.11, 0.08, 0.07, 0.09, 0.07, 0.12, 0.10, 0.09, 0.11, 0.04, 0.12, 0.10, 0.09, 0.11, 0.08]}

***

{"formula": "C22H26NO2S", "method": "ωB97M-V with the def2-TZVPD basis set", "energy_ha": -1457.0841, "charge": 1, "homo_energy_ev": -10.403, "spin_multiplicity": 1, "gap_ev": 7.628, "de_lowest_kcal_mol": 0.00, "fmax_ev_per_a": 2.38, "species": ["C", "C", "O", "C", "C", "S", "C", "C", "O", "H", "H", "H", "H", "H", "H", "H", "H", "H", "H", "H", "H", "C", "N", "C", "C", "C", "C", "C", "C", "C", "C", "C", "C", "C", "C", "C", "C", "C", "H", "H", "H", "H", "H", "H", "H", "H", "H", "H", "H", "H", "H", "H"], "xyz": [[-4.0576, -3.2703, 1.0329], [-2.8850, -2.6841, 1.7576], [-1.8958, -2.4601, 0.7284], [-0.8314, -1.7960, 1.2049], [0.1806, -1.5233, 0.1056], [1.8363, -1.7159, 0.8870], [1.7051, -2.9700, 2.1947], [2.5455, -2.8985, -0.3349], [-0.7421, -1.4165, 2.3617], [-4.8172, -3.5451, 1.7624], [-4.4971, -2.5501, 0.3372], [-3.7635, -4.1644, 0.4787], [-3.1333, -1.7335, 2.2453], [-2.4530, -3.3876, 2.4794], [0.1197, -2.3569, -0.6054], [1.0381, -2.6031, 2.9776], [1.3853, -3.9293, 1.7789], [2.7354, -3.0442, 2.5641], [2.4306, -2.5670, -1.3724], [3.6091, -2.9427, -0.0665], [2.0810, -3.8821, -0.1946], [4.4611, 1.2652, -1.8015], [3.0883, 1.3551, -1.3482], [2.2783, 0.2701, -1.1506], [0.9862, 0.6851, -0.8158], [-0.1626, -0.2373, -0.6080], [-1.4381, 0.4222, -0.0310], [-1.3844, 1.2962, 1.0521], [-2.5356, 2.0095, 1.4177], [-3.7403, 1.7804, 0.7510], [-3.8172, 0.7975, -0.2393], [-2.6656, 0.1168, -0.6252], [0.9918, 2.1349, -0.9237], [0.0175, 3.1277, -0.9936], [0.4023, 4.4530, -1.2425], [1.7404, 4.8003, -1.4918], [2.7385, 3.8168, -1.4893], [2.3397, 2.5233, -1.1940], [4.9268, 2.2463, -1.7119], [5.0133, 0.5353, -1.1910], [4.5317, 0.9292, -2.8502], [2.6870, -0.7094, -1.3566], [-0.4785, -0.6097, -1.5968], [-0.4310, 1.4475, 1.5653], [-2.4632, 2.7451, 2.2221], [-4.6247, 2.3709, 1.0038], [-4.7606, 0.5560, -0.7307], [-2.6981, -0.6392, -1.4182], [-1.0298, 2.8531, -0.8717], [-0.3636, 5.2324, -1.2537], [2.0103, 5.8374, -1.7001], [3.7891, 4.0289, -1.6992]], "nbo_charge": [-0.63, -0.08, -0.50, 0.82, -0.41, 0.87, -0.75, -0.73, -0.60, 0.23, 0.22, 0.22, 0.21, 0.19, 0.26, 0.30, 0.24, 0.26, 0.26, 0.26, 0.25, -0.40, -0.34, -0.03, -0.12, -0.27, -0.07, -0.20, -0.21, -0.20, -0.23, -0.15, -0.02, -0.20, -0.23, -0.19, -0.24, 0.13, 0.23, 0.20, 0.21, 0.19, 0.24, 0.23, 0.23, 0.23, 0.23, 0.21, 0.23, 0.23, 0.23, 0.22]}

***

{"formula": "C3H12N2O3", "method": "ωB97M-V with the def2-TZVPD basis set", "energy_ha": -456.4402, "charge": 1, "homo_energy_ev": [-14.407, -14.270], "spin_multiplicity": 2, "gap_ev": [11.296, 5.965], "de_lowest_kcal_mol": 0.00, "fmax_ev_per_a": 3.06, "species": ["O", "C", "N", "C", "N", "C", "H", "H", "H", "H", "H", "H", "H", "H", "H", "H", "O", "H", "H", "O"], "xyz": [[1.3031, -0.7938, -1.2563], [0.2796, -0.1393, -1.1434], [-0.5395, -0.2426, -0.0887], [-0.1956, -1.0177, 1.0740], [0.5245, -0.3555, 2.1107], [-0.1708, 0.8423, -2.2273], [-1.4465, 0.2155, -0.0689], [-1.0480, -1.5430, 1.5008], [0.4561, -1.8440, 0.7159], [-0.0640, 0.0384, 2.8450], [1.4351, 0.1382, 1.9642], [-0.0159, 1.8509, -1.8347], [0.5311, 0.6914, -3.0471], [-1.2115, 0.7085, -2.5042], [-4.0599, 1.0574, 0.9254], [-4.1321, -0.0246, -0.2811], [-3.5746, 0.5179, 0.2823], [2.9186, 1.3224, 0.1635], [2.6877, -0.1487, 0.2782], [2.7628, 0.6312, 0.8255]], "nbo_charge": [-0.60, 0.69, -0.59, -0.15, -0.27, -0.71, 0.45, 0.24, 0.27, 0.40, 0.46, 0.24, 0.26, 0.24, 0.50, 0.50, -0.99, 0.50, 0.50, -0.96]}

***

{"formula": "C25H27AsCuN3S2", "method": "ωB97M-V with the def2-TZVPD basis set", "energy_ha": -5805.5434, "charge": 1, "homo_energy_ev": [-10.594, -11.211], "spin_multiplicity": 2, "gap_ev": [7.850, 6.641], "fmax_ev_per_a": 1.16, "species": ["Cu", "C", "C", "N", "C", "C", "S", "C", "C", "S", "C", "N", "C", "H", "H", "H", "H", "H", "H", "H", "H", "C", "As", "C", "C", "C", "C", "C", "C", "C", "C", "H", "H", "H", "H", "H", "H", "H", "H", "H", "H", "H", "H", "H", "C", "C", "C", "C", "C", "C", "C", "C", "N", "H", "H", "H", "H", "H", "H"], "xyz": [[-0.7047, 1.6001, 0.0610], [-3.2699, 0.8641, -2.2434], [-3.6226, 1.4710, -0.9430], [-2.7496, 1.8441, -0.0631], [-3.3091, 2.4106, 1.0519], [-4.6725, 2.4470, 1.0188], [-5.2586, 1.7740, -0.4477], [-2.3914, 2.8881, 2.0648], [-2.6382, 3.4897, 3.2660], [-1.1657, 3.8669, 4.0632], [-0.2887, 3.1845, 2.7287], [-1.0618, 2.7287, 1.7965], [1.1871, 3.1173, 2.6648], [-2.1872, 0.7540, -2.3116], [-3.6189, 1.4978, -3.0569], [-3.7464, -0.1073, -2.3592], [-5.3530, 2.8206, 1.7553], [-3.5785, 3.7219, 3.7211], [1.6331, 3.3757, 3.6203], [1.5578, 3.8078, 1.9069], [1.4914, 2.1095, 2.3713], [-1.1334, -0.9040, 2.3490], [-0.1021, -0.5677, 0.7270], [-0.7966, -2.0231, -0.3730], [1.7046, -1.0831, 1.3895], [2.1087, -2.5247, 1.3341], [2.1374, -3.2063, 0.1212], [2.5795, -4.5156, 0.0601], [3.0241, -5.1560, 1.2043], [3.0172, -4.4807, 2.4112], [2.5562, -3.1770, 2.4785], [-0.9945, -1.9386, 2.6696], [-2.1967, -0.7329, 2.1678], [-0.8124, -0.2396, 3.1541], [-0.5587, -2.9860, 0.0814], [-0.3933, -1.9896, -1.3847], [-1.8812, -1.9177, -0.4363], [1.7292, -0.7307, 2.4268], [2.4300, -0.4840, 0.8301], [1.8266, -2.6932, -0.7834], [2.5776, -5.0385, -0.8826], [3.3888, -6.1696, 1.1493], [3.3752, -4.9753, 3.3009], [2.5716, -2.6518, 3.4238], [0.8650, 2.2454, -1.0612], [0.9957, 1.3964, -2.1991], [0.2694, 1.6469, -3.3835], [0.4137, 0.8451, -4.4889], [1.2889, -0.2498, -4.4533], [2.0234, -0.5156, -3.2887], [1.8619, 0.2807, -2.1830], [1.4460, -1.0979, -5.5705], [1.5814, -1.8214, -6.4502], [0.4896, 3.2409, -1.2602], [1.6907, 2.2169, -0.3594], [-0.3774, 2.5127, -3.4173], [-0.1327, 1.0588, -5.3958], [2.7246, -1.3374, -3.2801], [2.4494, 0.0978, -1.2933]], "nbo_charge": [0.90, -0.67, 0.11, -0.57, 0.09, -0.40, 0.50, 0.09, -0.40, 0.50, 0.11, -0.57, -0.66, 0.24, 0.25, 0.25, 0.26, 0.26, 0.24, 0.25, 0.24, -0.95, 0.83, -0.94, -0.72, 0.03, -0.26, -0.18, -0.21, -0.19, -0.24, 0.24, 0.24, 0.23, 0.25, 0.24, 0.24, 0.24, 0.23, 0.20, 0.22, 0.23, 0.22, 0.21, -0.58, -0.07, -0.15, -0.18, -0.16, -0.15, -0.22, 0.25, -0.26, 0.22, 0.21, 0.21, 0.24, 0.24, 0.21]}